No. 1
The following is a DFT calculation (ωB97M-V/def2-TZVPD) of an isolated molecule of C8H14O2S.

Summary:
- Strongest force on any atom: 0.08085 Eh/bohr
- HOMO-LUMO gap: 10.701 eV
- Calculated total energy: -861.8104 hartree
- Total charge: 0
- SMILES: CC1(C)C=CC(C)(C)S1(=O)=O
- Energy relative to the best compared isomer or geometry (same formula, charge and spin): 1.364 eV

Last column: Mulliken charge in e.
Element x y z (Å)
C -0.4436 1.0919 -0.5291  -1.15
C 0.8654 0.9680 -0.3941  -0.81
C -1.3623 -0.0396 -0.0789  1.44
C 1.4619 -0.4283 0.0389  1.32
C -1.7142 0.1533 1.3886  -1.70
C -2.4500 -0.2007 -1.0830  -1.40
C 2.6006 -0.7537 -0.9250  -1.30
C 1.7887 -0.1336 1.5084  -1.45
O -0.0655 -1.9165 -1.3567  -0.76
O -0.3781 -2.2332 1.0518  -0.74
S -0.1056 -1.3507 -0.0537  1.27
H -1.0161 1.9507 -0.8653  0.40
H 1.5244 1.7897 -0.6720  0.44
H -1.5745 -0.8630 1.7630  0.47
H -2.5915 0.7164 1.5976  0.47
H -1.0193 0.9028 1.8966  0.29
H -2.1117 -0.9834 -1.7384  0.37
H -2.6325 0.7188 -1.5483  0.37
H -3.2735 -0.6063 -0.4997  0.39
H 2.9153 0.1589 -1.4969  0.29
H 2.2935 -1.5075 -1.7140  0.32
H 3.4803 -1.2292 -0.4477  0.33
H 2.3111 -0.9731 1.8195  0.43
H 0.8789 0.0501 2.0902  0.32
H 2.3586 0.8266 1.5364  0.37

No. 2
The following is a DFT calculation (ωB97M-V/def2-TZVPD) of a structure of composition C8H14O3P.

Summary:
- Strongest force on any atom: 0.09970 Eh/bohr
- HOMO-LUMO gap: 7.068 eV
- Calculated total energy: -880.3180 hartree
- Total charge: -1
- Energy relative to the best compared isomer or geometry (same formula, charge and spin): 0.000 eV

Last column: Mulliken charge in e.
Element x y z (Å)
C -1.9002 1.2996 0.1113  0.36
C 1.6926 1.4261 -0.2457  -1.54
C 2.4478 -0.8063 0.1422  -1.62
C -0.1375 -0.3417 -1.8432  -1.15
C -1.3350 -0.4020 1.8955  -1.48
C 1.2652 0.0555 0.3374  1.30
C 0.1470 -0.5760 -0.4396  -0.35
C -1.4919 -0.1001 0.4347  1.34
O -3.0646 1.1747 -0.4509  -0.51
O -1.3498 2.2932 0.4960  -0.67
O -3.7701 -1.5864 0.3048  -0.61
P -2.8945 -0.7606 -0.5567  -0.29
H 2.3836 1.2069 -1.1264  0.31
H 2.3546 2.0815 0.4647  0.33
H 0.8411 2.0233 -0.4999  0.40
H 2.7157 -0.7766 -1.0135  0.28
H 3.4640 -0.3843 0.5222  0.33
H 2.4158 -1.8848 0.4560  0.35
H -0.0736 0.7355 -2.3039  0.18
H -1.2684 -0.6526 -2.1097  0.28
H 0.3856 -1.1035 -2.5094  0.38
H -1.1709 0.5912 2.3914  0.34
H -0.4377 -1.0048 2.0528  0.28
H -2.1954 -0.8969 2.3677  0.33
H 0.8367 0.1062 1.4245  0.29
H 0.1398 -1.7172 -0.3023  0.17

No. 3
The following is a DFT calculation (ωB97M-V/def2-TZVPD) of a cluster of 2 separate species, C8H14O6Si in total.

Summary:
- Strongest force on any atom: 0.09017 Eh/bohr
- HOMO-LUMO gap: 7.757 eV
- Calculated total energy: -1054.1476 hartree
- Total charge: -2
- Energy relative to the best compared isomer or geometry (same formula, charge and spin): 0.000 eV

Last column: Mulliken charge in e.
Element x y z (Å)
C -2.6680 -0.4392 0.2178  -0.25
C -2.7956 -2.6637 1.4699  0.46
C -0.7885 1.6520 1.7735  -0.50
C 1.4831 2.0580 -1.1354  -1.43
C 1.0704 -0.4641 -2.8609  -1.27
C 3.4018 -0.2517 -1.1285  -1.37
C -1.1564 -0.6518 2.3221  -0.56
C -2.2853 -1.1828 1.3800  1.52
O -3.3517 -0.1467 1.3061  -0.49
O -2.1604 -3.3592 2.2942  -0.74
O -2.6320 -0.0472 -0.8981  -0.62
O -3.8194 -2.9546 0.7935  -0.76
O -1.3604 0.7118 2.6447  -0.54
O 0.6962 -0.4191 0.1853  -0.59
Si 1.4845 0.1407 -0.9977  0.26
H -0.6306 2.5135 2.2814  0.37
H -1.5958 1.9821 0.9815  0.12
H 0.0508 1.0674 1.3681  0.22
H 2.2438 2.5090 -1.7224  0.46
H 0.6244 2.4496 -1.6862  0.39
H 1.5423 2.6725 -0.2385  0.38
H 1.1599 -1.5083 -2.9351  0.36
H 0.0954 -0.2388 -3.2496  0.36
H 1.7775 -0.0010 -3.5402  0.30
H 3.7497 -0.2898 -2.1046  0.41
H 3.9801 0.4072 -0.6060  0.41
H 3.6069 -1.3314 -0.7421  0.23
H -1.3604 -1.3234 3.1147  0.54
H -0.3620 -0.8910 1.7124  0.32

No. 4
The following is a DFT calculation (ωB97M-V/def2-TZVPD) of a structure of composition C8H14O9S2Sn.

Summary:
- Strongest force on any atom: 0.00515 Eh/bohr
- HOMO-LUMO gap: 9.467 eV
- Calculated total energy: -2001.1287 hartree
- Total charge: 0

Last column: Mulliken charge in e.
Element x y z (Å)
Sn 0.9320 0.0534 1.7470  0.99
O 4.1646 -2.8582 0.7032  -0.44
C 3.1916 -1.9690 0.5965  0.69
O 2.9121 -1.2135 1.5109  -0.57
C 2.4919 -2.0674 -0.7385  -0.63
O 1.5487 -1.0706 -0.9638  -0.20
C 1.9907 0.0632 -1.6943  -0.54
C 2.4347 1.2236 -0.8087  0.60
O 3.2668 2.0030 -1.2103  -0.66
O 1.8223 1.2996 0.3440  -0.53
H 4.5474 -2.7949 1.5910  0.39
H 1.9834 -3.0342 -0.7339  0.36
H 3.2634 -2.0989 -1.5139  0.46
H 1.1232 0.4064 -2.2592  0.28
H 2.7879 -0.1925 -2.3932  0.41
C -3.1658 1.0418 1.0672  -1.66
C -2.1211 1.3220 0.0020  1.43
C -2.7489 1.5209 -1.3679  -1.68
C -1.2617 2.5146 0.3782  -1.47
O -1.1468 0.2068 -0.1036  0.17
H -3.8052 1.9201 1.1684  0.47
H -2.6967 0.8313 2.0271  0.35
H -3.7925 0.1916 0.8000  0.37
H -3.4404 2.3639 -1.3395  0.42
H -3.3142 0.6369 -1.6694  0.42
H -1.9819 1.7258 -2.1168  0.36
H -1.8740 3.4165 0.3755  0.48
H -0.4384 2.6461 -0.3233  0.30
H -0.8482 2.3996 1.3811  0.28
O -1.5530 -3.5705 1.1561  -0.62
S -1.1647 -2.2014 1.2840  1.00
O 0.3338 -2.0125 1.2289  -0.47
O -1.6838 -1.4062 2.3687  -0.57
S -1.7573 -1.2973 -0.4937  -0.19